This record from the Open Molecules 2025 dataset describes an isolated molecule of C5H13P at a distorted geometry. The level of theory is the ωB97M-V functional and the def2-TZVPD basis.

Geometry as XYZ:
```
19
Properties=species:S:1:pos:R:3
C 0.310 -1.477 1.227
C 0.306 -0.775 -0.061
C 1.504 -1.050 -0.878
P 0.283 1.212 0.308
C -1.333 1.257 1.212
C -0.438 1.708 -1.344
H 1.015 -1.256 2.036
H -0.630 -1.387 1.570
H 0.399 -2.578 1.062
H -0.671 -0.903 -0.655
H 2.290 -1.374 -0.250
H 1.817 -0.241 -1.520
H 1.304 -2.022 -1.522
H -1.766 2.142 0.999
H -1.062 1.019 2.206
H -1.837 0.449 0.614
H 0.342 1.684 -2.051
H -0.779 2.695 -1.310
H -1.054 0.898 -1.643
```

The SMILES is CC(C)P(C)C. The electronic energy is -539.5989 Eh. The HOMO-LUMO gap comes out at 9.57 eV. The calculation puts the LUMO energy at 1.181 eV. Its HOMO energy is -8.39 eV. Its relative energy (zero: lowest compared OMol25 entry of this formula, charge and spin) is 20.0 kcal/mol.